(1)
{"formula": "H21O11", "method": "wB97M-V/def2-TZVPD", "elements": ["O", "H", "H", "O", "H", "H", "O", "H", "H", "O", "H", "H", "O", "H", "H", "O", "H", "H", "O", "H", "O", "H", "H", "O", "H", "H", "O", "H", "H", "O", "H", "H"], "positions_angstrom": [[-1.11020, -0.10576, -2.50637], [-0.15467, -0.24036, -2.45343], [-1.54100, -0.19597, -1.60725], [-1.92456, 3.85086, 1.13194], [-1.65650, 2.94407, 1.44623], [-1.17983, 4.09149, 0.55122], [-2.67492, 0.86647, 2.83726], [2.88152, -2.30482, -2.41074], [-0.65877, -3.05466, 1.09028], [-0.82021, 0.39038, 1.21414], [-0.84000, -0.35633, 1.91120], [1.54949, -0.94794, 0.59454], [1.63666, 3.15622, 1.80946], [2.47980, 1.67720, -2.92057], [-2.01233, -0.52274, 0.53323], [-1.24289, -3.25206, 1.79499], [-2.09987, -3.07419, 1.44649], [-3.20715, -0.06262, -0.17505], [-2.52400, -0.72362, -0.32817], [-1.67908, 0.74476, 2.53068], [3.05459, -2.62798, -3.27013], [-2.70726, 0.56912, 3.74125], [2.67514, -1.99132, -3.89855], [1.36161, -2.54509, -1.15158], [1.11862, -1.62299, -1.12385], [1.24561, -2.86919, -2.04913], [2.52757, 1.06737, -2.14052], [2.47108, 2.64211, 1.98541], [1.64042, 1.09798, -1.59336], [1.68960, -0.01463, 0.68667], [1.28537, 2.48892, 1.23687], [0.80518, 0.35409, 0.81282]], "mulliken_charge": [-0.69, 0.21, 0.49, -0.68, 0.33, 0.31, -0.67, 0.40, 0.31, -1.07, 0.27, 0.23, -0.64, 0.31, 0.44, -0.65, 0.31, 0.33, -0.80, 0.34, -0.67, 0.26, 0.31, -0.71, 0.32, 0.32, -0.64, 0.32, 0.35, -0.67, 0.33, 0.38], "total_charge": -1, "multiplicity": 1, "largest_force_ev_per_a": 3.15, "relative_energy_kj_mol": 212.8}



(2)
{"formula": "C14H33N3O4P", "method": "wB97M-V/def2-TZVPD", "elements": ["C", "C", "C", "C", "C", "C", "C", "C", "C", "N", "C", "N", "N", "C", "H", "H", "H", "H", "H", "H", "H", "H", "H", "H", "H", "H", "H", "H", "H", "H", "H", "H", "H", "H", "H", "H", "H", "H", "C", "O", "P", "O", "O", "C", "O", "C", "H", "H", "H", "H", "H", "H", "H", "H", "H"], "positions_angstrom": [[1.70702, -1.27042, -0.86424], [1.04480, -0.09030, -1.65572], [0.82774, 1.15847, -0.75356], [-0.65728, 1.39012, -0.35503], [-1.41499, 2.08174, -1.54448], [-2.41061, 1.09661, -2.27961], [-3.84576, 1.62778, -2.04545], [-5.00593, 0.62312, -2.35390], [-4.59033, -0.84613, -2.55939], [-4.21521, -1.40448, -1.24581], [-5.24830, -1.50455, -0.43494], [-5.21671, -2.25067, 0.69925], [-6.41074, -0.75023, -0.75421], [-5.97827, 0.61217, -1.13292], [1.09928, -2.17841, -0.98322], [1.72119, -0.99054, 0.19647], [2.71458, -1.47457, -1.23986], [1.68688, 0.21312, -2.49495], [0.11020, -0.46803, -2.09915], [1.15905, 2.04106, -1.32230], [1.42751, 1.11715, 0.16723], [-0.75351, 1.97904, 0.56830], [-1.10119, 0.40410, -0.12451], [-1.98266, 2.90299, -1.07633], [-0.72202, 2.55096, -2.25061], [-2.21300, 0.11070, -1.84299], [-2.11055, 1.12807, -3.33713], [-3.92312, 2.06127, -1.04012], [-3.97377, 2.47381, -2.73977], [-5.54251, 0.93409, -3.25942], [-3.81559, -0.94869, -3.32635], [-5.46299, -1.40616, -2.93464], [-3.67712, -2.27080, -1.29280], [-5.48797, -3.22357, 0.72932], [-4.95165, -1.82758, 1.57895], [-6.94403, -1.21493, -1.49039], [-6.86786, 1.21178, -1.36466], [-5.52936, 1.05928, -0.23838], [7.69833, 0.12857, 4.02674], [6.41431, 0.71580, 3.74717], [5.50329, -0.01544, 2.53596], [4.43858, 1.03322, 2.43207], [5.06193, -1.25900, 3.47612], [4.48032, -0.98656, 4.74476], [5.14795, -0.93149, 1.19457], [5.18113, -0.24358, -0.05919], [8.07168, 0.56293, 4.95139], [7.61841, -0.95467, 4.15415], [8.39869, 0.34590, 3.22003], [4.01994, 0.00026, 4.78823], [5.24568, -1.06648, 5.51913], [3.72115, -1.74333, 4.93996], [6.08597, 0.35422, -0.16016], [4.30163, 0.39172, -0.16070], [5.16572, -0.98946, -0.85290]], "mulliken_charge": [-1.05, -0.33, -0.71, -0.83, -0.90, -0.26, -1.26, 0.51, -1.13, -0.06, 0.22, -0.37, -0.40, -1.01, 0.33, 0.31, 0.17, 0.37, 0.22, 0.39, 0.37, 0.42, 0.30, 0.47, 0.53, 0.20, 0.32, 0.52, 0.20, 0.56, 0.47, 0.45, 0.33, 0.23, 0.24, 0.36, 0.39, 0.43, -0.72, -0.31, 1.09, -0.66, -0.33, -0.66, -0.29, -0.74, 0.23, 0.35, 0.29, 0.35, 0.24, 0.25, 0.36, 0.29, 0.25], "total_charge": 1, "multiplicity": 1, "largest_force_ev_per_a": 7.54, "relative_energy_kj_mol": 237.4}



(3)
{"formula": "C27H94N5O21V", "method": "wB97M-V/def2-TZVPD", "elements": ["V", "C", "O", "H", "H", "H", "C", "C", "C", "O", "C", "N", "H", "H", "H", "H", "H", "H", "H", "H", "H", "H", "H", "C", "C", "C", "O", "C", "N", "H", "H", "H", "H", "H", "H", "H", "H", "H", "H", "H", "C", "C", "C", "O", "C", "N", "H", "H", "H", "H", "H", "H", "H", "H", "H", "H", "H", "C", "C", "C", "O", "C", "N", "H", "H", "H", "H", "H", "H", "H", "H", "H", "H", "H", "C", "C", "C", "O", "C", "N", "H", "H", "H", "H", "H", "H", "H", "H", "H", "H", "H", "C", "C", "O", "O", "H", "H", "H", "H", "H", "H", "C", "C", "O", "O", "H", "H", "H", "H", "H", "H", "C", "C", "O", "O", "H", "H", "H", "H", "H", "H", "O", "H", "H", "O", "H", "H", "O", "H", "H", "O", "H", "H", "O", "H", "H", "O", "H", "H", "O", "H", "H", "O", "H", "H", "O", "H", "H"], "positions_angstrom": [[-0.35937, 0.15508, 0.46800], [0.48207, 2.11938, -2.32218], [-0.24902, 1.71476, -1.21609], [1.12282, 1.33538, -2.72576], [-0.06737, 2.52251, -3.17290], [1.11954, 2.95446, -2.03173], [-6.02120, 1.21173, -1.14870], [-4.93642, 1.17867, -2.15868], [-5.47920, 1.43838, -3.54879], [-4.45933, 1.16001, -4.51661], [-4.93785, 1.33379, -5.82364], [-3.88630, 2.06141, -1.70605], [-6.56585, 2.13759, -1.33376], [-5.77990, 1.18449, -0.08609], [-6.68029, 0.36129, -1.32315], [-4.68073, 0.12195, -2.23647], [-5.63659, 2.51378, -3.63147], [-6.44166, 0.95983, -3.72979], [-5.34070, 2.34639, -5.84509], [-5.67195, 0.65439, -6.25678], [-4.07198, 1.21651, -6.47527], [-4.21892, 3.01036, -1.80067], [-3.04037, 1.95567, -2.24764], [3.42962, 0.26676, 4.25226], [3.32710, -1.16790, 3.74061], [4.23118, -2.07679, 4.60762], [4.15777, -3.40742, 4.17160], [4.95051, -3.74251, 2.97700], [1.86737, -1.54433, 3.77471], [2.79167, 0.39072, 5.12733], [3.03660, 0.87586, 3.43823], [4.38454, 0.73996, 4.48096], [3.71996, -1.20606, 2.72458], [3.90773, -1.94337, 5.63994], [5.24616, -1.67943, 4.60173], [4.95029, -4.83029, 2.90734], [5.95168, -3.32468, 3.08267], [4.43575, -3.32856, 2.10997], [1.80975, -2.54420, 3.64415], [1.34709, -1.38081, 4.62481], [5.66771, -0.22187, -2.71960], [4.51642, -1.01755, -2.03761], [4.75481, -2.52734, -1.89467], [4.92446, -3.20017, -3.14015], [4.35333, -4.44829, -3.04110], [4.27294, -0.47038, -0.69165], [6.10081, -0.93250, -3.42354], [6.57696, -0.00321, -2.15965], [5.24733, 0.67767, -3.16926], [3.59504, -0.81573, -2.58389], [3.84879, -2.88993, -1.40913], [5.49612, -2.87375, -1.17455], [4.51657, -4.85575, -4.03881], [3.29036, -4.57033, -2.83307], [4.88801, -4.93061, -2.22282], [4.13078, 0.48076, -1.00024], [5.18572, -0.57505, -0.27217], [-0.23469, -5.61836, 2.09762], [0.96621, -5.69734, 3.03088], [2.15102, -6.51331, 2.48285], [2.59410, -6.11023, 1.22540], [3.74641, -6.71697, 0.67599], [1.44422, -4.25854, 3.14017], [-0.61686, -6.61148, 1.86146], [-0.03513, -5.14602, 1.13577], [-1.08646, -5.15530, 2.59579], [0.66316, -5.91196, 4.05568], [1.83241, -7.53229, 2.26317], [2.93854, -6.49045, 3.23609], [4.59378, -6.37354, 1.26940], [3.91198, -6.24726, -0.29357], [3.64284, -7.79947, 0.60131], [2.43358, -4.33965, 3.32643], [1.44313, -3.72537, 2.28237], [-0.25490, 6.07085, -2.40339], [-1.83981, 5.99463, -2.56011], [-2.31738, 5.51039, -3.96317], [-3.72596, 5.54538, -4.07170], [-4.36156, 4.79019, -5.01701], [-2.23055, 5.17478, -1.45678], [0.12579, 6.63165, -3.25701], [0.23953, 5.10490, -2.50617], [0.01914, 6.65710, -1.52627], [-2.14332, 7.02170, -2.35737], [-1.97189, 4.47978, -4.04434], [-1.79870, 5.95282, -4.81365], [-5.44448, 4.91256, -5.03682], [-4.06794, 3.76414, -4.79538], [-3.98781, 5.09636, -5.99408], [-3.22127, 4.98461, -1.40766], [-1.82170, 4.26313, -1.60452], [-5.38278, -3.10140, -1.41212], [-4.35291, -2.99377, -2.60864], [-3.21886, -2.28957, -2.08317], [-4.90015, -3.82662, -0.32159], [-6.33306, -3.54026, -1.71617], [-5.70090, -2.13499, -1.02103], [-4.87587, -2.66183, -3.50554], [-4.20940, -4.06935, -2.71169], [-2.93481, -1.79870, -2.85775], [-5.34565, -4.67323, -0.24176], [-0.17786, 1.57400, 5.41856], [-0.57477, 3.11685, 5.36648], [0.24353, 3.75442, 4.45452], [-0.89586, 0.84095, 4.46024], [-0.45015, 1.12014, 6.37144], [0.89336, 1.48448, 5.23810], [-0.59854, 3.52916, 6.37521], [-1.62005, 3.24448, 5.08506], [-0.25488, 3.81985, 3.63665], [-1.11681, -0.00911, 4.84778], [2.26694, 4.82564, 0.02086], [2.78811, 5.02275, 1.42575], [3.48870, 3.92502, 1.83942], [3.32842, 4.99949, -0.90064], [1.41768, 5.48262, -0.16686], [1.84371, 3.82195, -0.01898], [1.97121, 5.15183, 2.13576], [3.20398, 6.02800, 1.35764], [3.29851, 3.96279, 2.77963], [3.59504, 5.92143, -0.87729], [-2.17742, 0.57185, 1.41669], [-2.54932, 1.45198, 1.47401], [-2.92609, -0.01309, 1.53312], [0.86732, -3.53418, -1.19392], [1.47572, -4.26653, -1.29262], [0.04906, -3.93905, -0.90624], [-0.43645, -1.61462, 1.87161], [-0.91335, -2.44324, 1.91835], [0.19049, -1.65749, 2.59366], [-3.81844, -1.58260, 1.22674], [-4.32015, -2.12744, 0.62038], [-3.79110, -2.08939, 2.03832], [-3.26372, 3.20817, 0.80478], [-3.45593, 3.04856, -0.11923], [-3.87556, 3.89809, 1.06149], [1.66116, -0.93482, 0.00172], [1.79403, -1.77732, -0.43275], [2.54446, -0.58911, 0.13020], [0.71230, 1.29676, 1.96977], [1.54666, 1.76533, 1.94702], [0.44444, 1.32807, 2.88819], [-1.10957, -1.55059, -0.74131], [-1.93624, -1.65020, -1.21346], [-0.48503, -2.08074, -1.23641], [-0.53103, 3.60923, 0.90820], [-1.47840, 3.48327, 0.96157], [-0.30952, 3.38398, 0.00464]], "mulliken_charge": [0.54, -0.88, -0.03, 0.16, 0.13, 0.15, -1.79, 1.34, -0.72, -0.32, -0.84, -0.14, 0.46, 0.29, 0.46, -0.76, 0.31, 0.48, 0.33, 0.31, 0.26, 0.33, -0.22, -1.36, 1.07, -1.19, -0.41, -0.55, -0.06, 0.29, 0.04, 0.53, -0.34, 0.34, 0.42, 0.08, 0.47, 0.19, 0.36, 0.24, -1.39, 0.37, -0.53, -0.38, -0.59, -0.49, 0.39, 0.34, 0.39, 0.14, 0.07, 0.42, 0.33, 0.10, 0.32, 0.20, 0.25, -1.39, 0.25, -0.95, -0.16, -0.56, -0.47, 0.48, 0.11, 0.37, 0.38, 0.57, 0.47, 0.29, -0.01, 0.31, 0.03, -0.10, -1.26, 0.06, -0.37, -0.37, -0.53, -0.29, 0.52, 0.24, 0.27, 0.44, 0.07, 0.44, 0.32, 0.08, 0.37, 0.28, -0.19, -0.57, -0.47, -0.61, -0.58, 0.58, 0.21, 0.34, 0.37, 0.17, 0.30, -0.08, -0.70, -0.49, -0.40, 0.64, -0.16, 0.35, 0.29, 0.22, 0.22, 0.85, -0.36, -0.56, -0.53, -0.12, -0.61, 0.20, 0.32, 0.36, 0.35, 0.04, 0.09, 0.07, -0.63, 0.17, 0.22, 0.11, 0.06, 0.09, -0.53, 0.19, 0.19, -0.58, 0.35, 0.32, 1.30, -0.44, -0.09, 1.54, -0.34, -0.36, -0.16, 0.37, 0.11, -0.47, 0.40, -0.15], "total_charge": 1, "energy_ha": -3882.547728, "multiplicity": 4, "largest_force_ev_per_a": 4.26}



(4)
{"formula": "C3H6N3O2", "method": "wB97M-V/def2-TZVPD", "elements": ["C", "C", "C", "N", "N", "N", "O", "O", "H", "H", "H", "H", "H", "H"], "positions_angstrom": [[1.77198, -0.01673, 0.06409], [-0.63794, -0.69019, 0.16328], [0.83330, 1.20454, 0.03581], [1.21393, -1.24721, 0.13289], [-0.53130, 0.61732, 0.15836], [-1.68077, -1.41565, -0.05999], [2.94587, 0.03425, 0.08172], [-1.67565, 1.41013, 0.14138], [0.85358, 2.06882, 0.83271], [0.79341, 1.55282, -1.02468], [1.64427, -2.15577, 0.30559], [-1.53999, -2.42659, -0.04896], [-2.54819, -0.93615, -0.26699], [-1.44250, 2.00041, -0.51521]], "mulliken_charge": [0.27, 0.41, -0.22, -0.23, 0.15, -0.31, -0.47, -0.38, 0.33, 0.29, 0.25, 0.27, 0.27, 0.37], "total_charge": 1, "multiplicity": 1, "largest_force_ev_per_a": 7.07, "relative_energy_kj_mol": 365.4}



(5)
{"formula": "C6H10O", "method": "wB97M-V/def2-TZVPD", "elements": ["C", "C", "C", "C", "C", "C", "H", "H", "H", "H", "H", "H", "H", "H", "O", "H", "H"], "positions_angstrom": [[0.20906, 3.00798, -0.22632], [0.63758, 1.75691, -0.41029], [-0.09001, 0.56500, 0.06236], [-0.90733, -0.31604, -0.49172], [-1.46395, -1.51396, 0.13591], [-1.72707, -1.84348, 1.40558], [0.95879, 3.76368, -0.36575], [-0.76558, 3.25092, 0.17038], [1.55879, 1.48498, -0.92055], [0.09068, 0.48598, 1.13975], [-1.10004, -0.28021, -1.56489], [-1.70330, -2.31700, -0.55961], [-1.94319, -1.12671, 2.18912], [-2.13367, -2.78104, 1.76391], [2.48395, -1.16691, -0.44152], [2.81854, -1.89363, 0.08603], [2.04140, -1.63647, -1.15427]], "mulliken_charge": [-0.71, -0.34, -0.29, -0.06, -0.07, -0.80, 0.27, 0.30, 0.31, 0.32, 0.29, 0.27, 0.25, 0.27, -0.59, 0.29, 0.31], "total_charge": 0, "multiplicity": 1, "largest_force_ev_per_a": 1.62, "smiles": "C=C/C=C/C=C.O", "relative_energy_kj_mol": 221.5}